Record 1
{"formula": "C36H75Br3N7O7", "method": "ωB97M-V with the def2-TZVPD basis set", "spin_multiplicity": 4, "total_charge": 0, "lumo_ev": [-0.19, -0.82], "elements": ["C", "Br", "Br", "Br", "H", "C", "C", "C", "C", "C", "C", "N", "O", "C", "C", "C", "H", "H", "H", "H", "H", "H", "H", "H", "H", "H", "H", "H", "H", "H", "H", "H", "H", "H", "C", "C", "C", "C", "C", "C", "N", "O", "C", "C", "C", "H", "H", "H", "H", "H", "H", "H", "H", "H", "H", "H", "H", "H", "H", "H", "H", "H", "H", "C", "C", "C", "C", "C", "C", "N", "O", "C", "C", "C", "H", "H", "H", "H", "H", "H", "H", "H", "H", "H", "H", "H", "H", "H", "H", "H", "H", "H", "O", "C", "N", "C", "H", "H", "H", "H", "H", "O", "C", "N", "C", "H", "H", "H", "H", "H", "O", "C", "N", "C", "H", "H", "H", "H", "H", "O", "C", "N", "C", "H", "H", "H", "H", "H"], "coordinates": [[7.49631, -29.97430, -23.17887], [6.30964, -31.39867, -22.44655], [7.39816, -28.30843, -22.04497], [6.88879, -29.61663, -24.97160], [8.54879, -30.25553, -23.14279], [11.21223, -38.37292, -18.27761], [10.30178, -37.38972, -19.10741], [8.77797, -37.74838, -18.73278], [8.47188, -37.22191, -17.37568], [8.62833, -35.71146, -17.36937], [10.11814, -35.28330, -17.66605], [10.51435, -36.00337, -18.94500], [11.71369, -35.42354, -19.57907], [9.91719, -33.74126, -17.88408], [11.02482, -35.41416, -16.47685], [10.42105, -37.79463, -20.58506], [11.13429, -39.44017, -18.48495], [11.19677, -38.22210, -17.19820], [12.24030, -38.16557, -18.57455], [8.02253, -37.43224, -19.45213], [8.64394, -38.81897, -18.57791], [9.04822, -37.77104, -16.63111], [7.44157, -37.46015, -17.11145], [8.28272, -35.29935, -16.42131], [8.03565, -35.24585, -18.15679], [9.17862, -33.15299, -17.33951], [10.87163, -33.22452, -17.98477], [9.57840, -33.67736, -18.91812], [11.13461, -36.42947, -16.09579], [12.04836, -35.14406, -16.73668], [10.67047, -34.80388, -15.64612], [10.03202, -38.78053, -20.83952], [11.47187, -37.74585, -20.87053], [9.89265, -37.18811, -21.32061], [12.44344, -34.45487, -29.52412], [13.80949, -35.20466, -29.53437], [13.57091, -36.67862, -29.36029], [13.10014, -37.48233, -30.59882], [13.92037, -37.21488, -31.87238], [14.32306, -35.72705, -32.10188], [14.61241, -34.99657, -30.83016], [15.24315, -33.67203, -30.94485], [15.65433, -35.82836, -32.97532], [13.25142, -34.99765, -32.95118], [14.58268, -34.76006, -28.20136], [11.52585, -35.03959, -29.58917], [12.30740, -33.73372, -30.33005], [12.22823, -33.88723, -28.61882], [14.42549, -37.27373, -29.03838], [12.83495, -36.76436, -28.56085], [12.04993, -37.22328, -30.73315], [13.04371, -38.53753, -30.33149], [13.23042, -37.65920, -32.58977], [14.79593, -37.85587, -31.97534], [15.79853, -34.82116, -33.36630], [16.55965, -36.13258, -32.45003], [15.53124, -36.49202, -33.83118], [12.29201, -34.80432, -32.47134], [13.60365, -34.02623, -33.29813], [13.09139, -35.60264, -33.84364], [14.59972, -33.67533, -28.09561], [15.56052, -35.22660, -28.32075], [14.16925, -34.98339, -27.21784], [-2.18821, -29.37943, -25.53218], [-1.63204, -28.12213, -24.94470], [-2.59196, -26.99790, -25.42245], [-2.31819, -25.70407, -24.66469], [-2.27248, -25.95256, -23.14343], [-1.14793, -27.02808, -22.72037], [-1.48056, -28.26952, -23.47471], [-0.55996, -29.40953, -23.09760], [0.31385, -26.39890, -22.85184], [-1.45322, -27.28250, -21.21859], [-0.28740, -27.87121, -25.64538], [-1.61283, -30.27023, -25.28015], [-2.21246, -29.28283, -26.61762], [-3.15520, -29.50376, -25.04477], [-2.54705, -26.70143, -26.47040], [-3.57243, -27.28443, -25.04208], [-3.20442, -25.07907, -24.77460], [-1.44215, -25.11055, -24.92619], [-3.30272, -26.16111, -22.85494], [-2.12402, -24.92839, -22.80118], [0.39521, -25.49320, -23.45282], [0.80105, -26.09667, -21.92481], [0.92752, -27.18146, -23.29806], [-2.50019, -27.38381, -20.93279], [-0.82389, -28.02286, -20.72474], [-1.17030, -26.30866, -20.81897], [-0.01273, -26.82329, -25.52490], [-0.28330, -28.07590, -26.71598], [0.48926, -28.44817, -25.14335], [5.79229, -25.47233, -32.33340], [4.75646, -25.98382, -32.78557], [4.35951, -25.70964, -33.98420], [3.99273, -27.01744, -32.01043], [4.89398, -25.07708, -34.56240], [3.78536, -26.37100, -34.48724], [4.21614, -28.01910, -32.37768], [2.90588, -26.94196, -32.04471], [4.22391, -27.02442, -30.94526], [1.66057, -35.51447, -29.38391], [2.48629, -34.78329, -28.90813], [3.28344, -34.07120, -29.77052], [2.70741, -34.66695, -27.42372], [3.00221, -34.19509, -30.73263], [4.23700, -33.77435, -29.61985], [3.43326, -35.40818, -27.08933], [1.82980, -34.71109, -26.77878], [3.27569, -33.79492, -27.10008], [14.13324, -28.21284, -21.14716], [15.28781, -28.28761, -20.69965], [15.62237, -27.62904, -19.60454], [16.36212, -29.03592, -21.40481], [14.91590, -27.36815, -18.93153], [16.59343, -27.37756, -19.48668], [16.12235, -30.08664, -21.24173], [17.39905, -28.94970, -21.08010], [16.10324, -28.95531, -22.46055], [7.40306, -21.73653, -25.20403], [6.27825, -22.05821, -24.92773], [5.80997, -21.59901, -23.78856], [5.43846, -22.72247, -25.99247], [6.45597, -20.91338, -23.42429], [4.87297, -21.52347, -23.41919], [5.80362, -22.57615, -27.00901], [4.39051, -22.46392, -25.84062], [5.48553, -23.78379, -25.74859]]}

Record 2
{"formula": "C36H75Cl2O20P", "method": "ωB97M-V with the def2-TZVPD basis set", "total_charge": 0, "lumo_ev": 0.20, "elements": ["C", "Cl", "Cl", "H", "H", "C", "O", "P", "O", "O", "C", "O", "C", "H", "H", "H", "H", "H", "H", "H", "H", "H", "O", "C", "O", "C", "C", "C", "H", "H", "H", "H", "H", "H", "H", "H", "O", "C", "O", "C", "C", "C", "H", "H", "H", "H", "H", "H", "H", "H", "O", "C", "O", "C", "C", "C", "H", "H", "H", "H", "H", "H", "H", "H", "O", "C", "O", "C", "C", "C", "H", "H", "H", "H", "H", "H", "H", "H", "O", "C", "O", "C", "C", "C", "H", "H", "H", "H", "H", "H", "H", "H", "O", "C", "O", "C", "C", "C", "H", "H", "H", "H", "H", "H", "H", "H", "O", "C", "O", "C", "C", "C", "H", "H", "H", "H", "H", "H", "H", "H", "O", "C", "O", "C", "C", "C", "H", "H", "H", "H", "H", "H", "H", "H"], "coordinates": [[-0.54001, 0.66090, 0.36656], [1.08613, 0.96534, 0.95536], [-1.44572, 2.09824, -0.05837], [-0.48959, -0.02895, -0.47586], [-1.16340, 0.18481, 1.12342], [0.69563, -5.00039, -2.52763], [0.02563, -5.41955, -1.34591], [-1.22695, -4.49925, -0.84813], [-1.56610, -4.71832, 0.57180], [-0.73686, -2.96259, -1.26527], [-1.44019, -1.81022, -0.79774], [-2.37407, -4.81056, -1.95557], [-2.90397, -6.10034, -2.21421], [0.96395, -5.85756, -3.14518], [1.63041, -4.49579, -2.28335], [0.11840, -4.34226, -3.17707], [-2.08971, -2.10495, 0.02649], [-1.98657, -1.23238, -1.54317], [-0.72751, -1.15409, -0.29805], [-2.36926, -6.81798, -1.59199], [-2.82527, -6.41509, -3.25480], [-3.93649, -6.11124, -1.86510], [3.28104, 3.34764, 0.60718], [2.38777, 3.21006, -0.24339], [1.23870, 3.82266, -0.30893], [0.84730, 4.86727, 0.67099], [0.34776, 4.26371, 1.95287], [2.55555, 2.15178, -1.33296], [0.17206, 5.59259, 0.21706], [1.70902, 5.47374, 0.94981], [-0.61631, 3.76865, 1.83633], [0.25410, 5.04638, 2.70571], [0.97388, 3.42814, 2.26574], [1.86911, 1.31747, -1.18864], [3.57107, 1.75945, -1.38665], [2.37115, 2.62266, -2.29855], [-0.40412, -0.46742, -1.90424], [0.73512, -0.48788, -2.39657], [1.28124, -1.41257, -3.14433], [0.52006, -2.48454, -3.64749], [1.25668, -3.00345, -4.87096], [1.78792, 0.61019, -2.04034], [-0.52104, -2.16693, -3.70539], [0.64675, -3.28251, -2.91586], [2.33507, -3.01745, -4.71286], [1.11548, -2.32319, -5.71085], [0.86413, -3.98056, -5.15248], [2.56253, 0.61614, -2.80719], [2.28370, 0.44939, -1.08302], [1.26720, 1.56724, -2.00893], [-1.21057, 4.83506, 5.06986], [-0.61971, 3.72866, 5.12829], [-0.71584, 2.79667, 4.22613], [-1.64045, 2.99443, 3.18982], [-1.73983, 1.70003, 2.41835], [0.29894, 3.37448, 6.23151], [-1.15762, 3.81031, 2.65194], [-2.61670, 3.34372, 3.52601], [-2.02061, 0.90999, 3.11485], [-0.76882, 1.43101, 2.00258], [-2.40562, 1.80660, 1.56192], [0.93076, 2.51577, 6.00449], [-0.20754, 3.12184, 7.16304], [0.92979, 4.25983, 6.31065], [-2.34722, -0.78114, 0.39953], [-3.44632, -0.28559, 0.36651], [-4.36315, -0.36321, -0.60645], [-4.10698, -1.05489, -1.75417], [-3.40316, -0.13050, -2.69227], [-3.94554, 0.48385, 1.54367], [-5.11522, -1.28082, -2.10132], [-3.57292, -1.98395, -1.55486], [-3.22314, -0.73001, -3.58462], [-2.47892, 0.31041, -2.31879], [-4.01726, 0.71157, -3.01148], [-3.55724, 0.15300, 2.50693], [-5.03370, 0.43900, 1.58831], [-3.59994, 1.51594, 1.48494], [-4.32365, 1.92594, -4.12690], [-3.84742, 3.00220, -3.85606], [-3.97044, 3.61312, -2.71927], [-4.42220, 2.94959, -1.56890], [-3.28807, 2.73882, -0.56670], [-3.10776, 3.88020, -4.86900], [-4.90889, 1.98346, -1.70243], [-5.22299, 3.58456, -1.18989], [-3.57127, 2.07667, 0.25150], [-3.02015, 3.69733, -0.12219], [-2.41707, 2.27516, -1.02981], [-2.61463, 3.31731, -5.66151], [-2.28416, 4.45052, -4.43944], [-3.80648, 4.61723, -5.26482], [4.42003, -2.02023, -0.40152], [4.21218, -0.93112, -1.03440], [3.79026, 0.24466, -0.58431], [3.28447, 0.45262, 0.75993], [4.28486, 1.24108, 1.47330], [4.47582, -0.81575, -2.54729], [2.97969, -0.43369, 1.31641], [2.40749, 1.09306, 0.66590], [3.80657, 1.51283, 2.41431], [4.50184, 2.21389, 1.03210], [5.20907, 0.75787, 1.79025], [4.08898, -1.74536, -2.96476], [5.53329, -0.71313, -2.79090], [3.95014, 0.02255, -3.00447], [-0.21586, -2.47767, 1.55305], [0.75619, -2.71162, 0.84394], [1.36042, -3.90114, 0.67206], [0.96932, -5.05881, 1.38171], [1.31556, -6.36787, 0.66409], [1.44139, -1.62660, -0.01063], [-0.11426, -5.10857, 1.48890], [1.29556, -5.00604, 2.42040], [0.47595, -6.58527, 0.00387], [1.57897, -7.18067, 1.34089], [2.17326, -6.35185, -0.00837], [1.33155, -1.79804, -1.08145], [2.50317, -1.63552, 0.23562], [1.14768, -0.60355, 0.22434], [0.92298, -0.62711, 4.69684], [1.45871, -0.37885, 3.62377], [2.14702, 0.75499, 3.32505], [2.09533, 1.89469, 4.21275], [3.03216, 3.02064, 3.77134], [1.61370, -1.39662, 2.52177], [2.37220, 1.68295, 5.24551], [1.10039, 2.33345, 4.28831], [4.06547, 2.69462, 3.65263], [3.04802, 3.85975, 4.46686], [2.75022, 3.50654, 2.83725], [2.42275, -2.09212, 2.74494], [1.90982, -0.85905, 1.62097], [0.66590, -1.92029, 2.39696]]}

no.,M (g/mol)
1,957.75
2,929.86